Formula: CH2O3
Source: the OMol25 dataset
Level of theory: wB97M-V/def2-TZVPD

Structure (XYZ):
```
6
CH2O3 | the OMol25 dataset | wB97M-V/def2-TZVPD
C 0.58 0.50 0.44
O 1.39 1.39 0.41
O -0.99 -1.02 -0.27
O 0.38 -0.36 -0.63
H -0.06 0.35 1.22
H -1.30 -0.86 -1.18
```

For the largest force on an atom, the calculation gives 0.069 hartree/bohr. The LUMO energy comes out at -0.08 eV. The calculation puts the HOMO energy at -11.279 eV. The spin multiplicity is 1. The calculation puts the frontier orbital gap at 11.202 eV. Its energy above the lowest of the compared OMol25 structures with the same formula, charge and spin is 3.993 eV. The structure (SMILES) is O=COO.